Record 1
DFT (ωB97M-V/def2-TZVPD) results for a single C19H19BrN4O3 molecule.

Each line ends with the natural charge from an NBO analysis.
Cartesian coordinates (Å):
C -0.22 -4.57 -1.95  -0.65
C 0.03 -4.68 -0.46  0.21
N 0.80 -5.67 -0.02  -0.53
C 0.80 -5.56 1.27  0.64
O 1.44 -6.37 2.15  -0.66
N 0.07 -4.51 1.72  -0.53
C -0.42 -3.88 0.60  -0.08
C -1.33 -2.77 0.61  0.65
O -2.24 -2.70 -0.22  -0.62
N -1.16 -1.83 1.57  -0.45
C 0.11 -1.47 2.24  -0.22
C -0.22 -0.04 2.73  -0.05
C -1.68 -0.18 3.11  -0.42
C -2.09 -0.69 1.74  -0.04
C -1.57 0.44 0.82  -0.23
N -0.32 0.80 1.52  -0.43
C 0.62 1.71 1.16  0.64
O 1.61 1.90 1.86  -0.64
C 0.40 2.44 -0.06  -0.32
C 1.25 3.39 -0.50  -0.11
C 1.10 4.16 -1.75  0.02
C 0.46 3.62 -2.88  -0.22
C 0.33 4.38 -4.05  -0.19
C 0.83 5.68 -4.10  -0.24
C 1.47 6.22 -2.98  -0.06
Br 2.15 7.99 -3.05  0.06
C 1.60 5.47 -1.82  -0.25
H -0.80 -3.69 -2.20  0.24
H 0.71 -4.51 -2.51  0.22
H -0.77 -5.43 -2.33  0.23
H 1.88 -7.05 1.63  0.50
H -0.09 -4.27 2.69  0.43
H 0.27 -2.13 3.09  0.18
H 0.98 -1.50 1.58  0.23
H 0.43 0.34 3.52  0.26
H -1.86 -0.89 3.91  0.22
H -2.15 0.77 3.38  0.23
H -3.15 -0.92 1.62  0.25
H -1.43 0.11 -0.21  0.22
H -2.25 1.30 0.84  0.20
H -0.48 2.20 -0.63  0.20
H 2.14 3.62 0.08  0.23
H 0.08 2.61 -2.86  0.22
H -0.16 3.96 -4.91  0.22
H 0.73 6.27 -4.99  0.23
H 2.10 5.91 -0.96  0.23

For the energy above the lowest of the compared OMol25 structures with the same formula, charge and spin, the calculation gives 10.5 kcal per mole. The calculation puts the gap between HOMO and LUMO at 8.2 eV. As for the SMILES: Cc1nc(O)[nH]c1C(=O)N1C[C@@H]2C[C@H]1CN2C(=O)/C=C/c1cccc(Br)c1. The LUMO energy is -0.1 eV. As for the highest occupied orbital energy: -0.30450 Eh. The calculation puts the maximum force at 2.82 eV Å⁻¹.


Record 2
DFT (ωB97M-V/def2-TZVPD) results for C19H19ClFMgN3O4 as an isolated structure.

Each line ends with the natural charge from an NBO analysis.
Cartesian coordinates (Å):
C -3.80 1.36 0.88  -0.50
C -4.62 0.47 0.33  0.13
C -5.43 -0.63 -0.57  -0.47
C -4.51 -1.04 -1.85  -0.40
C -4.19 -2.65 -1.91  -0.44
C -3.02 -2.84 -3.02  -0.04
C -3.32 -3.20 -4.40  -0.27
C -2.03 -3.30 -5.39  0.51
O -1.91 -4.21 -6.28  -0.48
C -0.88 -2.17 -5.10  0.13
N -0.17 -1.45 -6.22  -0.82
C -0.57 -1.83 -3.72  -0.32
C -1.45 -2.65 -2.62  0.52
O -0.94 -3.13 -1.54  -0.52
H -2.84 1.97 1.12  0.23
H -5.74 -1.53 0.08  0.26
H -6.35 -0.07 -1.00  0.26
H -4.97 -0.64 -2.82  0.23
H -3.48 -0.52 -1.68  0.23
H -3.78 -2.99 -0.88  0.24
H -5.13 -3.27 -2.13  0.23
H -4.39 -3.36 -4.78  0.25
H -0.67 -0.53 -6.31  0.38
H 0.76 -1.21 -5.81  0.37
H 0.20 -1.02 -3.44  0.26
Mg -1.86 0.82 2.39  0.93
C 5.65 0.57 2.11  -0.17
C 4.77 1.14 3.03  -0.20
C 3.68 1.89 2.58  -0.21
C 3.48 2.04 1.21  0.09
C 4.36 1.48 0.29  -0.21
C 5.45 0.74 0.75  -0.21
N 2.32 2.80 0.74  0.50
O 1.58 3.31 1.60  -0.25
O 2.15 2.89 -0.47  -0.30
H 6.49 -0.01 2.47  0.22
H 4.93 1.01 4.10  0.26
H 3.01 2.33 3.31  0.25
H 4.21 1.60 -0.78  0.24
H 6.13 0.29 0.04  0.22
C 1.93 1.95 6.45  -0.73
C 3.17 1.10 6.41  0.32
N 4.15 0.42 6.37  -0.39
H 2.05 2.77 7.19  0.30
H 1.74 2.38 5.47  0.25
H 1.07 1.34 6.75  0.23
Cl 2.72 4.49 6.70  -0.58
F 0.06 3.11 0.35  -0.55

The calculation puts the gap between HOMO and LUMO at 2.2 eV. The LUMO energy is -5.0 eV. As for the highest occupied orbital energy: -0.26501 Eh. The calculation puts the maximum force at 6.34 eV Å⁻¹.


Record 3
DFT (ωB97M-V/def2-TZVPD) results for C19H19ClIN2O5Tc as an isolated structure.

Each line ends with the natural charge from an NBO analysis.
Cartesian coordinates (Å):
Tc -1.40 0.42 -0.18  1.39
N -0.01 1.91 -1.01  -0.77
C -0.19 1.95 -2.48  -0.32
C -1.34 1.06 -3.02  0.66
O -1.57 1.08 -4.23  -0.67
N -1.98 0.37 -2.09  -0.61
C -3.04 -0.52 -2.45  -0.34
C -3.54 -1.22 -1.16  0.80
O -4.48 -2.00 -1.21  -0.64
O -2.91 -0.92 -0.08  -0.67
H -0.10 2.85 -0.62  0.40
H 0.93 1.58 -0.79  0.42
H 0.72 1.62 -2.98  0.22
H -0.41 2.96 -2.82  0.21
H -2.68 -1.30 -3.14  0.24
H -3.88 0.00 -2.93  0.21
I 5.60 -5.60 -0.20  0.09
C 3.93 -4.33 -0.53  -0.12
C 3.04 -4.63 -1.54  -0.27
C 1.94 -3.81 -1.73  -0.15
C 1.75 -2.69 -0.93  -0.16
C 2.66 -2.40 0.07  -0.11
C 3.76 -3.22 0.28  -0.29
C 0.53 -1.80 -1.16  0.78
O -0.29 -2.12 -2.00  -0.67
O 0.51 -0.77 -0.42  -0.79
H 3.19 -5.50 -2.16  0.22
H 1.22 -4.02 -2.50  0.24
H 2.50 -1.54 0.70  0.22
H 4.48 -3.00 1.06  0.22
Cl 1.96 4.73 4.07  -0.04
C 1.08 3.33 3.51  -0.09
C -0.27 3.21 3.78  -0.23
C -0.95 2.12 3.30  -0.22
C -0.33 1.12 2.54  -0.02
C -1.08 0.00 1.99  -0.73
C 1.06 1.26 2.33  -0.19
C 1.76 2.35 2.80  -0.25
H -0.79 3.97 4.35  0.22
H -2.01 2.02 3.50  0.21
H -2.03 -0.15 2.51  0.22
H -0.50 -0.92 1.99  0.22
H 1.58 0.49 1.76  0.21
H 2.82 2.45 2.62  0.22
C -2.63 2.15 0.24  -0.89
H -3.12 2.53 -0.66  0.20
H -2.05 2.98 0.65  0.19
H -3.43 1.95 0.96  0.21

For the energy above the lowest of the compared OMol25 structures with the same formula, charge and spin, the calculation gives 0.0 kcal per mole. The calculation puts the gap between HOMO and LUMO (alpha / beta) at 7.1 / 7.2 eV. The LUMO energy (alpha / beta) is 2.0 / 2.0 eV. As for the highest occupied orbital energy (alpha / beta): -0.18655 / -0.19283 Eh. The calculation puts the maximum force at 2.19 eV Å⁻¹. As for the spin multiplicity: 4. As for the total charge: -1.


Record 4
DFT (ωB97M-V/def2-TZVPD) results for a single C19H19ClN2O4S2 molecule.

Each line ends with the natural charge from an NBO analysis.
Cartesian coordinates (Å):
C -5.40 -1.05 0.60  -0.59
C -4.10 -0.65 -0.07  -0.33
C -2.96 -1.58 0.32  -0.64
S -1.77 -1.83 -1.05  2.15
O -1.94 -3.17 -1.54  -0.93
O -1.89 -0.77 -2.02  -0.97
C -0.12 -1.72 -0.34  -0.23
C 0.23 -2.54 0.72  -0.22
C 1.52 -2.49 1.20  -0.20
C 2.46 -1.65 0.62  -0.19
C 2.11 -0.84 -0.47  0.14
C 0.79 -0.87 -0.93  -0.24
N 3.04 -0.06 -1.14  -0.60
C 4.27 0.33 -0.72  0.68
O 5.01 0.97 -1.43  -0.58
C 4.62 -0.01 0.72  -0.63
S 4.12 -1.69 1.20  0.30
C -3.72 0.79 0.33  0.69
O -4.19 1.35 1.30  -0.63
N -2.82 1.35 -0.50  -0.64
C -2.27 2.67 -0.24  -0.25
C -0.77 2.67 -0.21  -0.10
C -0.04 3.41 -1.13  -0.19
C 1.34 3.47 -1.09  -0.22
C 2.03 2.78 -0.11  -0.21
C 1.33 2.01 0.81  -0.26
C -0.05 1.95 0.75  0.07
Cl -0.88 0.98 1.91  0.00
H -5.30 -0.97 1.68  0.22
H -6.20 -0.38 0.29  0.23
H -5.67 -2.07 0.34  0.21
H -4.22 -0.69 -1.16  0.24
H -3.32 -2.58 0.55  0.26
H -2.39 -1.19 1.16  0.25
H -0.50 -3.21 1.15  0.23
H 1.83 -3.12 2.03  0.23
H 0.48 -0.26 -1.76  0.25
H 2.77 0.28 -2.05  0.42
H 5.69 0.06 0.86  0.27
H 4.12 0.70 1.39  0.23
H -2.45 0.81 -1.27  0.43
H -2.68 2.99 0.72  0.25
H -2.62 3.37 -1.01  0.20
H -0.58 3.97 -1.89  0.22
H 1.88 4.06 -1.82  0.22
H 3.10 2.84 -0.06  0.22
H 1.84 1.47 1.59  0.22

For the energy above the lowest of the compared OMol25 structures with the same formula, charge and spin, the calculation gives 0.0 kcal per mole. The calculation puts the gap between HOMO and LUMO at 9.0 eV. As for the SMILES: C[C@H](CS(=O)(=O)c1ccc2c(c1)NC(=O)CS2)C(=O)NCc1ccccc1Cl. The LUMO energy is 0.1 eV. As for the highest occupied orbital energy: -0.32509 Eh. The calculation puts the maximum force at 0.64 eV Å⁻¹.


Record 5
DFT (ωB97M-V/def2-TZVPD) results for a 4-piece molecular cluster, C19H19F3NO2S overall.

Each line ends with the natural charge from an NBO analysis.
Cartesian coordinates (Å):
O 2.30 3.42 0.52  -0.12
N 1.38 4.09 0.59  0.43
O 0.16 3.24 0.89  -0.50
C -0.99 4.00 0.65  -0.20
S -2.30 2.85 1.15  0.45
H -1.09 4.28 -0.40  0.24
H -1.07 4.89 1.28  0.24
H -3.33 3.64 1.50  0.22
H -2.72 2.28 0.01  0.23
F -5.39 1.52 0.26  -0.35
C -5.78 0.81 1.35  0.39
C -4.87 0.67 2.37  -0.30
C -5.22 -0.04 3.51  -0.18
C -6.48 -0.61 3.59  -0.21
C -7.38 -0.46 2.54  -0.17
C -7.04 0.26 1.40  -0.28
H -3.90 1.13 2.23  0.18
H -4.52 -0.16 4.32  0.23
H -6.77 -1.17 4.47  0.23
H -8.37 -0.91 2.60  0.23
H -7.73 0.39 0.58  0.24
F 1.71 -2.07 -4.02  -0.32
C 1.61 -1.10 -3.10  0.41
C 0.85 -1.33 -1.97  -0.28
C 0.75 -0.33 -1.02  -0.20
C 1.41 0.89 -1.20  -0.26
C 2.16 1.10 -2.35  -0.19
C 2.27 0.10 -3.31  -0.28
H 0.35 -2.28 -1.84  0.24
H 0.18 -0.50 -0.11  0.21
H 1.33 1.66 -0.46  0.20
H 2.67 2.04 -2.51  0.22
H 2.86 0.24 -4.20  0.24
F 5.29 -0.53 0.79  -0.33
C 5.27 -1.63 0.01  0.40
C 4.41 -1.65 -1.07  -0.30
C 4.39 -2.78 -1.88  -0.18
C 5.22 -3.86 -1.60  -0.23
C 6.07 -3.80 -0.50  -0.18
C 6.11 -2.68 0.31  -0.28
H 3.77 -0.80 -1.27  0.22
H 3.73 -2.82 -2.74  0.22
H 5.20 -4.73 -2.23  0.22
H 6.72 -4.64 -0.28  0.22
H 6.77 -2.61 1.16  0.23

The calculation puts the gap between HOMO and LUMO at 6.4 eV. The LUMO energy is -4.3 eV. As for the highest occupied orbital energy: -0.39407 Eh. The calculation puts the maximum force at 1.15 eV Å⁻¹. As for the total charge: +1.


Q: Look up the maximum force of the fourth one.
A: 0.64 eV Å⁻¹